(1)
{"formula": "C14H32BrCl14N5O12V", "method": "wB97M-V/def2-TZVPD", "elements": ["N", "H", "H", "H", "H", "V", "N", "O", "O", "O", "N", "O", "O", "O", "N", "O", "O", "O", "N", "O", "O", "O", "Br", "Cl", "C", "C", "Cl", "H", "H", "H", "H", "Cl", "C", "C", "Cl", "H", "H", "H", "H", "Cl", "C", "C", "Cl", "H", "H", "H", "H", "Cl", "C", "C", "Cl", "H", "H", "H", "H", "Cl", "C", "C", "Cl", "H", "H", "H", "H", "Cl", "C", "C", "Cl", "H", "H", "H", "H", "Cl", "C", "C", "Cl", "H", "H", "H", "H"], "coordinates": [[1.6343, 0.4406, -6.3298], [1.8371, -0.5446, -6.4209], [2.5025, 0.8466, -6.6486], [1.4801, 0.6102, -5.3462], [0.7928, 0.8360, -6.7244], [0.4902, -0.3315, -0.7890], [0.0931, -3.5597, -1.7908], [0.1413, -2.4007, -1.6288], [-0.7049, -4.2661, -1.2670], [1.0240, -4.0177, -2.4541], [3.4770, -1.8192, -0.8308], [3.3093, -2.8321, -1.5213], [2.5196, -1.0711, -0.8790], [4.4666, -1.6068, -0.2295], [-0.7296, -1.6078, 1.3063], [-1.3463, -1.1492, 0.3508], [-1.1302, -2.5758, 1.9731], [0.4188, -1.1407, 1.2874], [0.7673, 2.1434, 0.2789], [1.6856, 1.3313, 0.2193], [0.9499, 3.3719, 0.2391], [-0.2419, 1.5942, 0.1327], [0.4051, 0.6401, -3.1872], [-1.6238, 0.8390, 3.8484], [-0.4567, 0.6400, 5.2353], [0.7763, -0.0953, 4.8720], [1.6836, 0.7952, 3.6027], [-0.9792, 0.1547, 6.0596], [-0.1359, 1.6055, 5.6266], [0.6244, -1.1307, 4.5670], [1.3921, -0.1569, 5.7692], [3.9388, 1.8351, -3.3432], [3.3572, 3.4930, -3.0514], [3.5786, 4.3119, -4.3139], [2.2820, 3.7414, -5.4914], [3.9812, 3.9120, -2.2621], [2.3157, 3.4569, -2.7318], [4.5623, 4.2803, -4.7824], [3.3821, 5.3774, -4.1943], [-5.8651, -2.1992, 1.9464], [-4.5183, -1.0135, 2.2100], [-4.9967, 0.3378, 2.8831], [-5.9481, 0.1428, 4.4137], [-4.0047, -0.8719, 1.2590], [-3.6774, -1.4994, 2.7050], [-5.5513, 0.9972, 2.2155], [-4.0246, 0.7806, 3.1004], [6.3304, 2.2347, 2.6775], [5.0439, 1.5729, 1.5743], [5.3943, 1.8889, 0.1671], [5.6067, 3.6334, -0.0716], [4.0558, 2.0154, 1.7003], [4.9422, 0.5162, 1.8218], [4.5752, 1.4802, -0.4247], [6.3077, 1.3538, -0.0924], [-3.8819, -4.7019, -0.9170], [-4.6596, -4.0582, -2.3826], [-4.8673, -2.4949, -2.3958], [-3.3630, -1.5813, -2.0551], [-5.6192, -4.5352, -2.5820], [-4.0340, -4.3031, -3.2410], [-5.6053, -2.2713, -1.6254], [-5.2532, -2.2337, -3.3811], [1.7534, -4.2972, 1.5545], [2.6722, -3.1860, 2.5279], [2.9767, -3.9473, 3.8504], [3.8860, -2.9063, 4.9073], [2.0682, -2.3114, 2.7695], [3.5689, -2.8637, 1.9986], [3.5865, -4.8493, 3.7980], [2.0181, -4.1014, 4.3457], [-3.6478, 2.0275, 0.1044], [-5.0218, 2.7062, -0.8583], [-5.3342, 4.1210, -0.5048], [-5.9354, 4.4107, 1.2036], [-5.8783, 2.0580, -0.6728], [-4.8482, 2.6225, -1.9311], [-6.2033, 4.5068, -1.0377], [-4.5685, 4.8688, -0.7112]], "atomic_forces_ev_per_a": [[0.8, -0.2, 0.1], [-1.0, -0.7, -0.2], [0.0, 1.1, 0.0], [0.3, 0.2, 1.8], [-0.1, -0.4, -0.9], [1.2, -2.2, 2.6], [3.6, -5.4, -1.6], [-1.0, 10.0, 1.8], [-3.0, -1.6, 1.5], [0.3, -1.4, -1.5], [-1.3, -5.1, -3.7], [1.2, -0.7, 0.1], [-4.0, 5.4, 1.2], [3.0, 1.6, 2.5], [0.0, -3.0, -0.7], [-3.0, 1.3, -2.4], [0.7, 2.5, -0.2], [3.2, 0.2, 1.4], [4.7, 4.3, -1.5], [4.4, -2.0, -0.2], [-0.4, -1.2, 1.0], [-9.3, -2.4, -1.0], [-0.1, 0.1, 0.3], [0.7, 0.0, 0.8], [-0.6, 0.4, 0.2], [0.7, -0.5, -0.2], [0.0, -0.3, 0.3], [-0.1, -0.2, -0.3], [-0.4, 0.3, -0.4], [-0.2, 0.2, -0.4], [0.2, 0.2, -0.1], [0.0, -0.2, 0.1], [0.9, 0.5, -0.3], [-1.1, 0.1, -0.1], [0.6, 0.3, -0.2], [-0.1, -0.1, 0.1], [0.1, 0.0, -0.1], [-0.2, -0.7, 0.1], [-0.3, -0.1, 0.3], [0.5, 0.4, 0.1], [-0.5, 0.4, 0.2], [1.1, -1.5, -0.7], [0.6, 0.0, -0.7], [-0.7, 0.6, -0.4], [-0.6, -0.2, 0.9], [-0.1, -0.3, 0.1], [-0.4, 0.5, 0.4], [-0.6, -0.2, 0.0], [-0.4, 0.4, 0.7], [0.4, -1.5, -0.3], [-0.1, 0.1, -0.3], [0.2, 0.3, 0.9], [0.2, 0.0, -0.5], [0.0, 0.4, -0.3], [0.1, 0.4, -0.3], [-0.5, 0.2, -0.3], [0.4, 1.3, -0.7], [0.1, -1.6, 0.6], [-0.6, -0.3, -0.2], [-0.1, 0.0, 0.4], [0.3, -0.1, 0.2], [0.2, 0.3, 0.0], [0.1, 0.1, 0.1], [-0.5, -0.4, -0.8], [0.7, -0.5, 1.3], [-0.6, 0.5, -0.8], [0.8, 1.1, 1.0], [0.0, -0.1, -0.2], [0.0, -0.1, 0.0], [-0.5, 0.0, -0.6], [0.1, -0.5, -0.1], [-0.4, 0.4, -0.7], [-0.1, -0.6, 0.5], [-1.0, 1.4, 0.4], [0.6, -0.4, -0.5], [0.0, 0.1, 0.2], [0.5, 0.1, 0.1], [0.0, -0.5, -0.5], [0.4, -0.5, 0.3]], "mulliken_spin": [-0.001, 0.000, 0.000, 0.002, 0.000, 2.039, -0.004, -0.006, 0.002, 0.005, 0.000, 0.006, 0.002, 0.000, -0.017, -0.014, 0.005, -0.001, -0.007, -0.022, 0.006, -0.002, 0.002, 0.000, 0.000, 0.000, 0.000, 0.000, 0.000, 0.000, 0.000, 0.000, 0.001, 0.000, 0.000, 0.000, -0.001, 0.000, 0.000, 0.000, 0.000, 0.000, 0.000, 0.000, 0.000, 0.000, 0.000, 0.000, 0.000, 0.000, 0.000, 0.000, 0.000, 0.000, 0.000, 0.000, 0.000, 0.000, 0.004, 0.000, 0.000, 0.000, 0.000, 0.000, 0.001, 0.000, 0.000, 0.000, 0.000, 0.000, 0.000, -0.001, 0.000, 0.000, 0.000, 0.000, 0.000, 0.000, 0.000], "homo_lumo_gap_ev": [5.65, 5.66], "charge": -1, "fmax_ev_per_a": 10.22, "multiplicity": 3, "e_tot_ha": -11689.61315}

(2)
{"formula": "C6H34O12", "method": "wB97M-V/def2-TZVPD", "elements": ["C", "O", "C", "C", "C", "C", "C", "H", "H", "H", "H", "H", "H", "H", "H", "H", "H", "H", "H", "H", "H", "O", "H", "H", "O", "H", "H", "O", "H", "H", "O", "H", "H", "O", "H", "H", "O", "H", "H", "O", "H", "H", "O", "H", "H", "O", "H", "H", "O", "H", "H", "O"], "coordinates": [[-2.9093, -1.5793, 1.1409], [-2.3367, -2.8865, 0.8184], [-3.0352, -1.0137, -0.3304], [-2.4960, 0.4008, -0.5589], [-0.8807, 0.4780, -0.2544], [0.1165, 2.5300, -1.4104], [-0.1449, 1.2533, -1.2882], [-3.8949, -1.7478, 1.5145], [-2.3585, -0.9567, 1.8608], [-1.5253, -3.0589, 1.2960], [-2.4823, -1.6463, -1.0806], [-4.0577, -1.1463, -0.5537], [-2.6484, 0.6150, -1.6377], [-2.8850, 1.1722, -0.0376], [-0.7238, 0.9305, 0.7061], [-0.5784, -0.5912, -0.0741], [-0.1523, 3.2581, -0.6335], [0.9088, 2.9693, -2.2235], [0.4721, 0.5202, -1.8444], [-1.9036, 3.2095, -2.7443], [-2.3970, 2.6393, -1.2368], [-2.6028, 2.9717, -2.1025], [0.8861, -0.7563, 3.7873], [2.3235, -1.5265, 3.8747], [1.3682, -1.6455, 3.6269], [2.7286, 0.5310, 0.2050], [4.1509, 0.6664, 0.7083], [3.3924, 0.0024, 0.5191], [1.3118, 0.2500, -3.7442], [0.6129, 1.5265, -3.7205], [1.4686, 1.2139, -3.7938], [2.9275, -1.8214, 1.3354], [2.8909, -2.0733, -0.1823], [2.4540, -2.2933, 0.5889], [-0.2078, 4.3202, 0.7688], [-1.2913, 4.2644, 2.1195], [-0.9488, 3.9483, 1.2972], [2.7612, 0.4607, 1.9770], [1.3483, -0.1042, 1.7838], [1.8445, 0.5307, 2.3955], [0.2281, -1.5120, -2.7582], [0.2371, -1.9518, -4.3005], [0.4105, -1.2844, -3.6695], [2.0430, 2.1699, 2.1847], [1.1183, 3.4834, 1.7317], [2.0473, 2.9900, 1.5876], [0.5330, -2.7097, 2.6608], [0.7050, -3.4834, 1.3661], [0.0279, -3.0103, 1.8648], [0.3790, -3.1513, -1.0795], [-0.9986, -2.3958, -0.7390], [-0.1704, -2.3830, -1.2678]], "atomic_forces_ev_per_a": [[1.2, -1.1, -2.8], [-0.9, 0.4, 0.5], [1.3, 0.8, 1.1], [2.9, -2.4, -2.4], [-2.5, -0.8, 0.6], [2.7, 2.4, -1.0], [1.9, -2.9, 0.0], [-0.7, -0.1, 0.5], [0.3, -0.3, -0.4], [0.5, 0.1, 0.8], [-0.7, 0.4, 1.1], [-1.3, 0.3, -0.7], [0.2, 0.0, 0.7], [-1.9, 2.2, 2.0], [-0.3, 0.6, 0.7], [0.3, 1.3, -0.8], [-0.4, -0.5, -0.8], [-2.1, -1.4, 2.1], [-0.7, 0.9, -0.5], [-0.1, -0.6, 1.6], [1.2, 0.2, -0.2], [-1.5, 1.0, -1.8], [1.7, -2.1, -0.4], [-1.7, 0.2, -0.2], [0.1, 1.5, 1.5], [-2.9, 2.4, -1.8], [-1.6, -1.5, -0.9], [5.8, 0.2, 1.5], [0.2, 0.2, -0.3], [-2.7, 1.2, 0.1], [2.8, -1.3, -0.4], [-0.9, -0.9, -1.8], [1.6, 0.9, -2.3], [-1.0, -0.8, 3.9], [-1.1, 0.7, 1.6], [0.6, 1.2, 0.4], [0.4, -1.6, -1.8], [-1.6, -0.2, 0.9], [0.7, 1.2, 1.2], [0.3, -1.2, -1.1], [-0.5, -1.0, 0.4], [-0.4, -1.2, -0.4], [0.8, 2.0, -0.1], [-0.8, 1.7, -1.2], [3.2, -2.2, -0.2], [-2.5, 1.0, 1.2], [-0.5, 0.0, -0.6], [-0.1, 0.2, -0.2], [0.7, -0.4, 0.7], [-0.4, 0.1, 0.3], [0.7, -0.7, 0.0], [-0.2, 0.1, -0.2]], "lowdin_charge": [-0.173, -0.128, -0.162, -0.150, -0.154, -0.028, -0.207, 0.092, 0.118, -0.002, 0.111, 0.090, 0.112, 0.058, 0.086, 0.090, 0.028, 0.131, 0.088, 0.052, -0.018, -0.070, 0.110, 0.091, -0.106, 0.010, 0.154, -0.040, -0.003, -0.039, -0.073, 0.063, -0.004, -0.049, 0.045, 0.041, -0.063, 0.039, 0.087, -0.132, -0.010, 0.039, -0.036, 0.000, 0.064, -0.163, 0.017, 0.040, -0.073, 0.064, 0.024, -0.062], "smiles": "C=CCCCCO.O.O.O.O.O.O.O.O.O.O.O", "e_above_lowest_kcal_mol": 145.5, "homo_lumo_gap_ev": 9.11, "fmax_ev_per_a": 6.03, "e_tot_ha": -1151.70416}